No. 1
# C38H62HfN2O3S

C38H62HfN2O3S as an isolated structure (ωB97M-V with the def2-TZVPD basis set, the Open Molecules 2025 dataset).

Kohn-Sham gap = 0.31638 Eh
Charge = +2
E_tot = -61668.5567 eV

Element x y z (Å)
H -2.9791 3.5810 2.6008
C 1.1256 -1.8818 0.0123
H 4.4872 1.6946 -0.7973
C -1.9198 -0.0382 0.8866
H -1.0638 3.1950 -0.5021
C 4.0439 -1.4003 2.4428
C 4.1614 -0.2201 3.4156
C -0.5239 0.2571 -5.3732
C -0.6426 -0.8317 2.7838
H -2.5631 -2.1410 -4.9166
H -0.7614 1.4586 -7.1532
H -1.0240 -4.3523 -2.6250
C -0.5913 0.4442 3.3162
H 0.7586 1.7235 -6.3059
H 0.6582 2.8011 4.1654
H -4.6934 3.0146 0.2777
H -1.5915 -4.8663 -0.3108
S -2.2286 0.3397 -4.7239
H 1.8411 1.5749 3.6876
C -2.0014 -3.9489 -0.7420
C -0.9770 2.6531 -5.3630
H -1.0789 -3.0400 -4.5417
H -0.5488 1.4202 6.6124
H -2.5985 -2.7081 1.3011
H 2.8295 -2.6333 3.7745
H 3.6707 0.7910 0.9361
H 6.1854 -1.7492 2.3823
H -4.5757 1.8788 1.6238
C -1.9038 1.2763 1.4089
C 2.0156 -2.1068 1.0497
H 1.6561 2.0232 5.3929
C 0.7569 -0.4801 5.2507
C 2.9367 0.0383 0.6822
H 1.6142 2.9084 -2.6989
H 0.4506 -3.2077 -1.5113
H 3.2184 -0.0455 3.9340
C -2.0061 -4.0591 -2.2548
C 3.7877 -2.6756 3.2506
H -3.0598 2.2246 -5.8382
H 1.2513 -0.2005 6.1809
H 0.5077 -3.9221 0.1093
C 2.9541 -1.1486 1.4053
H 5.3155 -2.4056 0.9877
H -0.4042 2.8801 -4.4622
H -4.3571 1.3134 -0.0338
C 2.0832 0.3125 -0.3854
H -3.9818 -2.1056 -1.6379
C 1.1481 -0.6782 -0.7148
H -2.8141 2.5770 -4.1157
H 1.6470 1.1921 -3.1201
C 1.1202 1.8574 4.4579
N -1.2264 -2.7714 -0.2910
H -3.0612 4.5333 1.1240
C 2.0824 2.7929 -0.1021
H 1.5157 -0.8842 4.5773
C -1.0043 1.2309 5.6394
C -2.1482 -2.9629 -4.3448
H -0.9674 -3.1952 1.7691
H -4.4332 -3.3716 -2.7971
H 0.1094 0.2088 -4.4851
H -0.1867 -1.6667 3.2991
H 3.8109 -3.5630 2.6156
O -2.0672 0.1310 -3.1992
H -2.7082 -4.8468 -2.5431
H 3.9755 0.8284 -2.2483
H 4.5719 -2.7934 3.9978
C 3.7660 1.6918 -1.6138
H -1.4898 4.0201 1.7352
C 0.2444 -3.0216 -0.4509
H 4.9242 -0.4389 4.1632
H 0.0381 -1.2665 5.4887
Hf -1.5074 -1.0401 -1.5755
H -2.0225 1.9144 -1.2590
O -2.6177 -0.3964 -0.2528
C -1.2228 1.4636 2.6018
O 0.2867 -0.6071 -1.7894
C -3.8192 -2.4798 -2.6530
H 3.9291 2.5972 -2.2011
H 4.4514 0.7009 2.9082
H -3.0241 -3.8504 -0.3789
C -1.5374 -2.5025 1.1452
H -1.4772 2.1552 5.3040
H -1.7814 0.4757 5.7696
N -2.3786 -2.7713 -2.8959
H -2.6306 -3.8808 -4.6887
C 5.3716 -1.5633 1.6799
H -1.2075 2.4565 3.0288
C -2.5315 3.7165 1.6155
C 0.0710 0.7505 4.6516
C -2.3636 2.1322 -5.0024
H 2.2200 3.7584 -0.5920
C -2.6591 2.4518 0.7655
H 1.0696 2.7446 0.3058
H -4.1658 -1.7173 -3.3477
C 1.4154 1.9025 -2.3243
H 0.3601 1.8296 -2.0753
H 1.9848 -3.0615 1.5592
C -0.3056 1.5406 -6.1644
H -0.4140 -0.6458 -5.9715
C -1.2943 -1.0780 1.5854
H 5.6125 -0.6665 1.1072
H -1.0678 3.5717 -5.9408
H 2.7798 2.7459 0.7335
H -2.6876 3.5389 -1.1088
C -4.1626 2.1356 0.6472
C -2.0686 2.7864 -0.6149
C 2.3138 1.6519 -1.1066

No. 2
# C38H63N8O10SSiTi

C38H63N8O10SSiTi as an isolated structure (ωB97M-V with the def2-TZVPD basis set, the Open Molecules 2025 dataset).

Kohn-Sham gap (alpha / beta) = 0.27121 / 0.29090 Eh
Charge = +1
E_tot = -114653.9602 eV
Spin multiplicity = 3

Element x y z (Å)
H -24.5213 -2.2729 3.7750
H -22.8894 2.1505 -0.6613
H -21.5355 -2.9590 7.1927
H -18.7887 2.1511 8.0684
C -17.6685 2.0319 5.5849
H -25.1690 0.7159 3.8393
N -22.7811 -2.8953 2.8429
O -20.4012 2.9311 1.6209
C -20.0717 1.7120 4.9150
C -16.8649 -0.7404 0.1543
O -19.0702 0.2745 6.5130
C -18.8251 -2.1988 -0.0393
H -24.5935 -6.4324 4.2186
H -20.9578 1.3893 -1.0122
C -18.8362 -5.4869 0.0813
H -15.5589 -0.6468 -1.5881
H -19.8845 -1.3847 9.5547
H -21.8209 -6.0056 3.5320
C -17.1789 -2.6004 6.8422
H -26.2451 1.4672 2.7047
C -16.6434 -2.2279 5.4717
C -16.1372 0.0622 1.0114
H -25.4526 -4.2692 4.4272
H -20.0710 3.7721 1.9818
H -19.6861 1.3334 3.9815
N -23.1972 0.4116 2.6320
C -19.0741 1.6111 6.0587
O -21.3875 -2.9822 -1.3017
C -23.8290 -5.6587 4.1180
H -22.4891 -6.2522 5.7211
N -25.3301 1.1723 2.9820
C -20.3628 -5.8487 -1.8160
H -23.4594 -1.6922 8.2441
C -19.4599 2.4723 7.2630
H -15.4569 -2.0261 8.1386
H -15.5356 -2.3470 5.5414
H -21.1956 -5.5713 -2.4368
H -22.3713 -2.4343 9.4044
C -24.2407 1.7761 0.9268
H -23.2515 0.2385 7.3095
C -19.9804 -5.0965 -0.6752
H -17.0901 -1.9331 8.9042
H -17.1317 -1.8527 -3.0337
S -20.8831 -3.6703 -0.1488
C -16.5502 0.3218 2.2834
O -20.9676 -1.5187 7.1485
H -25.0364 2.3954 0.6642
O -21.8489 -4.2403 0.7460
N -22.0709 0.8116 0.6776
H -24.1869 -2.9819 5.9560
Ti -20.2128 -2.1304 2.7573
N -22.7654 -6.0989 3.2269
H -20.5115 2.3101 7.4370
C -18.5111 -7.3342 -1.3840
C -21.5240 -0.6925 8.2698
C -18.1402 -6.6121 -0.2529
H -21.5162 -3.9283 5.0792
C -20.9266 0.6657 -0.1834
H -17.0997 -2.7708 4.6691
H -20.2100 2.4181 2.4105
H -15.9609 0.9883 2.9427
O -21.0996 -0.4433 2.3203
C -22.4766 -4.0635 5.6449
N -18.4118 -1.1149 2.0040
C -23.3114 -2.9021 5.2721
H -17.3735 1.2982 4.8778
H -23.0825 -0.9190 9.7899
C -18.0176 -1.3591 0.7232
C -17.1174 -4.0954 7.0699
H -23.9833 -5.3779 6.2585
H -21.8551 1.0295 6.8091
H -16.0822 -4.4245 7.2611
H -20.3566 2.7888 4.7337
H -22.7372 -1.9841 5.3813
C -24.6150 -4.3465 3.7273
O -18.9219 -3.8350 3.2332
H -19.8860 -7.6202 -2.9367
H -22.8823 -5.9073 2.2172
C -23.0365 1.6843 0.3242
H -19.9932 0.8065 0.3647
H -22.6751 -3.8173 2.3449
H -17.7246 -4.4057 7.9301
C -22.1199 0.2524 1.9010
H -19.6140 0.1855 8.9034
C -23.8469 -3.0660 3.8580
H -21.1724 -4.6318 7.1683
H -18.6499 -4.8842 0.9220
H -20.9845 1.2235 5.0996
C -23.1666 -5.3983 5.5114
C -16.4902 -1.8022 7.9704
H -23.1861 -2.4388 2.0364
H -18.0869 -0.0803 3.7243
H -22.3936 1.3222 8.4636
C -19.6433 -6.9967 -2.1220
H -22.6360 -4.1276 7.6599
H -17.3069 -4.6503 6.1726
H -24.9806 -4.3963 2.6751
N -19.9009 -2.7485 0.6969
Si -19.6048 -1.2579 6.1995
C -24.2663 1.0699 2.1616
C -22.6265 -1.5022 8.9621
H -17.5729 2.9800 5.0266
C -18.4389 -2.3639 -1.3520
C -17.3630 -1.7025 -1.9655
H -17.3306 -6.9884 0.3079
O -20.1139 -1.5704 4.6781
H -17.9089 -8.2151 -1.6376
H -20.8394 -0.0117 10.1879
H -16.8326 -1.1868 5.2691
H -19.2985 3.4940 7.0248
C -16.5145 -0.9322 -1.2057
C -20.4005 -0.4676 9.2817
O -18.5913 -2.2336 6.8920
H -16.6085 -0.7501 7.6742
H -15.2343 0.5319 0.7367
H -16.9220 1.9990 6.4480
C -17.7263 -0.2570 2.7356
C -22.2778 0.5682 7.6837
O -20.1807 -4.1579 3.1197
H -19.0361 -3.0997 -1.9207
H -20.8865 -0.3848 -0.5639
N -21.9488 -3.9257 7.0466